(1)
{
  "formula": "C15H26ClIrO2P2",
  "method": "ωB97M-V with the def2-TZVPD basis set",
  "orbital_gap_ev": [4.996, 5.511],
  "multiplicity": 6,
  "lumo_ev": [-10.02, -14.55],
  "total_charge": 3,
  "symbols": ["C", "C", "H", "H", "H", "O", "Cl", "Ir", "P", "C", "C", "H", "H", "H", "H", "H", "H", "C", "H", "H", "H", "P", "C", "C", "H", "H", "H", "C", "H", "H", "H", "H", "H", "H", "C", "O", "C", "C", "C", "C", "C", "C", "H", "H", "H", "H", "H"],
  "coordinates": [[1.42097, -1.73196, -3.61508], [0.11494, -1.26754, -3.29392], [1.47484, -2.02804, -4.68300], [1.69196, -2.59306, -2.97995], [2.17420, -0.94714, -3.41303], [-0.96001, -0.88408, -3.53417], [2.11323, -0.33463, 1.19593], [0.13001, -0.04770, -0.00883], [-0.41403, -2.28565, 0.38729], [-2.21152, -2.60422, 0.43700], [0.18230, -3.42229, -0.88764], [-0.28517, -4.41015, -0.75634], [-0.25496, -3.92480, 2.17168], [1.27203, -3.51209, -0.78488], [1.33604, -3.18228, 1.78042], [-2.68517, -2.19751, -0.46417], [-0.07249, -3.01458, -1.87530], [0.26646, -2.98631, 1.92478], [-2.37339, -3.68889, 0.48338], [0.14845, -2.27425, 2.74692], [-2.66959, -2.13606, 1.31430], [1.04654, 1.85849, -1.03793], [-0.22299, 3.08876, -1.49761], [2.28628, 2.75297, -0.03578], [2.80898, 0.90653, -2.34484], [2.23707, 2.44203, -3.07321], [1.26288, 0.95296, -3.27338], [1.92048, 1.50438, -2.59064], [3.22997, 2.19609, -0.07839], [2.43754, 3.76801, -0.43023], [0.27434, 3.93898, -1.98418], [-0.75183, 3.44534, -0.60695], [1.96603, 2.81177, 1.00874], [-0.95253, 2.63730, -2.18205], [-1.44227, 0.18220, -0.96332], [-2.45924, 0.35162, -1.51238], [-1.66010, 1.98990, 4.14360], [-1.03492, 2.78419, 3.17738], [-0.59477, 2.21868, 1.97271], [-0.73461, 0.85632, 1.75478], [-1.36700, 0.06139, 2.69951], [-1.81726, 0.62129, 3.90170], [-2.00886, 2.42748, 5.08246], [-0.88348, 3.85063, 3.36029], [-0.13919, 2.84441, 1.21065], [-1.51278, -0.99823, 2.50393], [-2.28740, -0.02027, 4.64978]],
  "forces_ev_per_angstrom": [[1.318, -0.775, -2.008], [0.312, 0.160, 3.238], [0.419, -0.004, 0.272], [-0.160, 0.352, -0.356], [-0.495, -0.410, -0.187], [-1.020, 0.407, -1.596], [-1.034, 0.031, -1.022], [3.248, 0.493, 4.217], [-0.531, -3.249, -0.672], [0.017, 0.698, 0.004], [0.190, 0.260, -0.145], [0.104, 0.295, 0.079], [0.005, 0.291, -0.271], [-0.245, -0.039, -0.128], [-0.246, 0.062, 0.064], [-0.004, -0.231, 0.140], [0.004, -0.305, 0.381], [0.264, 0.563, 0.270], [0.146, 0.191, -0.016], [0.152, -0.302, 0.033], [-0.070, -0.167, -0.202], [1.167, 1.785, -2.260], [-0.292, -0.445, 0.335], [-0.069, -0.469, 0.494], [-0.184, 0.143, -0.183], [-0.124, -0.164, 0.256], [0.205, 0.305, 0.137], [-0.073, -0.285, 0.174], [-0.192, 0.121, 0.049], [-0.219, -0.278, -0.110], [-0.020, -0.234, 0.080], [0.006, 0.061, -0.299], [0.251, 0.088, -0.136], [0.182, 0.207, 0.048], [-6.552, 0.933, -4.005], [4.172, -0.595, 2.524], [-0.024, -0.070, 0.093], [-0.853, 0.696, 2.032], [0.315, -0.968, -1.105], [0.147, -0.298, -0.967], [0.554, -0.273, -1.357], [-0.670, 1.247, 1.870], [0.131, -0.143, -0.343], [-0.071, -0.264, 0.009], [-0.163, 0.065, 0.380], [-0.092, 0.300, 0.309], [0.096, 0.215, -0.119]]
}

---

(2)
{
  "formula": "C15H26CuF5N2O2",
  "method": "ωB97M-V with the def2-TZVPD basis set",
  "orbital_gap_ev": [4.967, 4.441],
  "multiplicity": 2,
  "lumo_ev": [-6.85, -6.85],
  "total_charge": 1,
  "symbols": ["C", "C", "C", "C", "C", "C", "C", "N", "C", "C", "N", "C", "C", "C", "C", "F", "F", "C", "F", "F", "F", "C", "O", "O", "H", "H", "H", "H", "H", "H", "H", "H", "H", "H", "H", "H", "H", "H", "H", "H", "H", "H", "H", "H", "H", "H", "H", "H", "H", "H", "Cu"],
  "coordinates": [[2.66086, -1.61607, 1.87704], [3.10859, -2.39654, 0.47687], [3.67453, -1.34690, -0.68240], [2.58916, -1.07883, -1.89293], [1.46808, 0.05370, -1.43240], [2.08325, 1.57361, -1.29652], [0.99445, 2.70583, -0.81195], [-0.34213, 2.02221, -0.63936], [-0.77014, 1.90423, 0.80493], [0.39875, 1.42226, 1.84680], [0.87947, 2.48613, 2.81087], [-1.92984, 0.69925, 0.83588], [-2.76168, 0.56069, -0.56978], [-3.93546, -0.57466, -0.39410], [-3.56574, -1.88712, -1.33857], [-3.50841, -1.44224, -2.77787], [-2.20552, -2.37654, -0.90192], [-4.59607, -3.15378, -1.12143], [-4.24964, -4.17971, -2.17281], [-6.04526, -2.77824, -1.29209], [-4.49644, -3.71194, 0.26729], [-1.54037, 3.29267, 1.21211], [-0.95938, 4.49494, 1.39452], [-3.03427, 3.28536, 1.35638], [1.49866, -1.61279, 2.04855], [3.03620, -0.49008, 1.91017], [3.22092, -2.15929, 2.77975], [2.14243, -2.99249, 0.11644], [4.01454, -3.13220, 0.71740], [3.96416, -0.35640, -0.08611], [4.67491, -1.73853, -1.19855], [3.10306, -0.81334, -2.93553], [2.04918, -2.12334, -2.08157], [0.99194, -0.35805, -0.43128], [0.58514, 0.08718, -2.22845], [3.03993, 1.63191, -0.59255], [2.48049, 1.87614, -2.37971], [0.86877, 3.45135, -1.73606], [1.33829, 3.37032, 0.08719], [-1.04184, 2.70040, -1.06821], [1.35002, 0.93475, 1.31719], [-0.04437, 0.54380, 2.52283], [0.13827, 2.74402, 3.51808], [1.24491, 3.33303, 2.31904], [-1.29987, -0.30843, 0.94875], [-2.60562, 0.74972, 1.80139], [-2.03348, 0.15230, -1.42156], [-3.14936, 1.60571, -0.96179], [-5.00274, -0.13575, -0.58960], [-3.93609, -0.96122, 0.72856], [5.45474, -3.95702, 1.33709]],
  "forces_ev_per_angstrom": [[0.990, -0.067, 0.534], [-1.395, 1.809, -0.182], [0.543, 0.139, -0.211], [-0.430, -0.197, 0.187], [-0.137, -0.478, -0.378], [0.970, 0.025, -0.329], [0.500, 0.403, -1.836], [-0.391, 3.001, 1.893], [-1.230, -2.769, -0.773], [0.294, 0.038, 1.330], [-0.683, -0.451, -0.619], [0.669, -0.770, -0.280], [0.548, -0.374, -0.414], [0.409, -0.316, 0.415], [0.656, 1.543, 0.308], [-0.064, -1.958, 4.413], [-3.779, 1.184, -1.669], [-1.460, -1.798, -0.579], [-1.440, 3.233, 4.026], [5.279, -1.259, 0.494], [-0.155, 1.823, -5.067], [-4.668, 6.965, 2.208], [-1.331, -6.826, -1.289], [7.225, -1.368, -1.074], [2.412, -0.214, -0.403], [-0.752, -2.446, -0.271], [-1.591, 1.215, -1.741], [2.583, 0.822, 0.591], [-1.083, 0.428, -0.251], [-0.652, -2.060, -1.517], [-2.139, 0.638, 1.274], [-0.920, -0.357, 2.506], [0.974, 2.282, 0.387], [0.903, 1.046, -1.920], [1.970, -0.134, 1.740], [-2.034, -0.337, -1.386], [-0.864, -0.675, 2.361], [0.298, -1.557, 2.133], [-0.644, -1.441, -1.521], [0.905, -1.552, 0.409], [-2.295, 1.363, 0.692], [0.776, 2.025, -1.566], [1.178, -0.244, -1.405], [-0.776, -1.020, 0.730], [-1.267, 2.048, -0.357], [1.293, 0.271, -2.146], [-1.446, 1.033, 2.022], [0.440, -2.275, 1.078], [2.076, -1.162, -0.015], [0.013, 0.628, -2.437], [-0.282, 0.143, -0.095]]
}

---

Electronic energy values, unit eV, following the record order: -53976.4912 -81257.9752.